(1)
118
Properties=species:S:1:pos:R:3:mulliken_charge:R:1 method="wB97M-V/def2-TZVPD" homo_ev=-7.6 homo_lumo_gap_ev=8.003 charge=0
O 1.910 0.310 4.770 -0.491
C 2.983 0.827 5.239 0.647
O 3.258 0.792 6.542 -0.265
C 2.615 -0.284 7.365 -0.279
C 3.214 -0.306 8.706 -1.262
C 3.661 1.988 4.593 -0.717
H 2.658 -1.131 6.937 0.468
H 1.323 -0.200 7.514 0.193
H 2.885 -1.310 9.171 0.317
H 2.874 0.361 9.287 0.419
H 4.306 -0.312 8.515 0.329
H 3.415 2.215 3.429 0.059
H 4.750 1.773 4.547 0.362
H 3.424 3.036 5.082 0.168
O 0.598 3.561 2.715 -0.506
C 1.312 4.497 2.360 0.554
O 1.600 4.661 1.012 -0.471
C 1.051 3.754 0.091 1.602
C 0.641 4.635 -1.141 -1.486
C 1.801 5.619 3.357 -1.178
H 0.156 3.288 0.387 -0.696
H 2.031 3.135 -0.057 0.089
H 1.482 5.301 -1.458 0.341
H 0.023 5.459 -1.023 0.523
H 0.523 3.924 -2.047 0.338
H 2.690 6.120 3.075 0.409
H 2.178 5.214 4.252 0.335
H 0.964 6.508 3.552 0.248
O 4.127 -2.164 -0.915 -0.581
C 3.968 -1.091 -0.420 0.800
O 3.440 0.019 -1.024 -0.195
C 3.194 -0.126 -2.398 -0.665
C 2.730 1.196 -2.903 0.730
C 4.232 -0.859 1.023 -1.177
H 2.420 -0.855 -2.586 0.127
H 4.044 -0.267 -3.008 0.610
H 3.259 2.095 -2.477 0.139
H 1.771 1.135 -2.698 -0.873
H 2.901 1.172 -3.942 0.309
H 4.725 -1.786 1.351 0.347
H 3.357 -0.637 1.550 0.181
H 4.784 -0.063 1.354 0.465
O 1.465 3.666 -3.716 -0.634
C 1.474 2.797 -4.665 0.737
O 0.700 1.739 -4.771 -0.398
C -0.285 1.206 -3.795 0.574
C -0.608 -0.216 -3.937 -0.255
C 2.458 2.987 -5.830 -1.041
H -1.376 1.762 -3.712 0.311
H -0.223 1.391 -2.826 -0.412
H 0.248 -0.928 -3.800 0.130
H -0.914 -0.349 -4.971 0.516
H -1.311 -0.698 -3.411 -1.031
H 1.913 2.908 -6.771 0.305
H 3.228 2.318 -5.549 0.303
H 2.969 3.929 -5.714 0.359
O -0.247 -1.161 -2.215 -0.365
C -1.127 -1.023 -1.305 1.089
O -0.762 -0.588 0.043 -0.125
C 0.436 0.147 0.277 0.237
C 0.204 0.748 1.675 0.388
C -2.517 -1.587 -1.531 -0.887
H 0.449 0.831 -0.444 -0.311
H 1.200 -0.483 0.167 0.362
H 1.131 1.507 2.064 -0.410
H 0.041 -0.152 2.379 -0.078
H -0.667 1.503 1.660 -0.423
H -2.880 -1.727 -2.764 -0.364
H -2.956 -0.656 -1.125 0.302
H -2.904 -2.314 -0.927 0.444
O -1.884 1.898 -2.670 -0.280
C -2.990 2.267 -2.460 0.787
O -3.493 2.550 -1.227 -0.388
C -2.744 2.395 -0.074 1.579
C -3.638 2.488 1.196 -1.216
C -4.121 2.067 -3.471 -1.349
H -1.854 3.226 -0.164 -0.221
H -2.126 1.458 -0.193 -0.845
H -3.809 3.639 1.256 0.350
H -2.826 2.175 1.951 0.256
H -4.451 1.835 1.142 0.388
H -4.927 1.550 -2.998 0.362
H -3.564 1.545 -4.374 0.305
H -4.517 3.010 -3.676 0.429
O -3.328 -2.490 -5.496 -0.600
C -2.729 -3.291 -4.784 0.739
O -3.286 -4.155 -3.885 -0.210
C -4.703 -4.139 -3.585 -0.616
C -4.807 -4.836 -2.187 -0.905
C -1.171 -3.600 -4.887 -0.713
H -5.028 -4.492 -4.475 0.573
H -4.924 -3.185 -3.490 0.389
H -4.844 -5.949 -2.025 0.335
H -5.849 -4.584 -1.823 0.333
H -4.185 -4.419 -1.481 0.125
H -0.658 -2.776 -5.716 0.177
H -1.162 -4.513 -5.354 0.635
H -0.858 -3.715 -3.920 -0.113
C 1.094 -3.694 0.598 -0.351
C -0.403 -4.122 0.541 0.613
O -1.234 -3.732 1.464 -0.609
C -0.750 -4.894 -0.679 -0.335
H 1.159 -3.368 1.756 0.045
H 1.042 -3.057 -0.273 -0.236
H 1.752 -4.460 0.496 0.683
H -0.405 -4.320 -1.591 -0.120
H -1.873 -4.773 -1.057 0.007
H -0.359 -6.117 -0.897 0.316
C -0.424 -2.982 4.802 -0.758
C -1.653 -2.283 4.949 0.686
O -2.342 -2.367 6.065 -0.684
C -2.242 -1.520 3.738 -0.332
H -0.119 -3.556 5.562 0.464
H 0.399 -2.148 4.602 0.051
H -0.638 -3.614 4.039 0.182
H -3.338 -1.393 3.743 0.452
H -1.711 -1.829 2.943 -0.240
H -1.943 -0.512 3.893 0.270



(2)
118
Properties=species:S:1:pos:R:3:mulliken_charge:R:1 method="wB97M-V/def2-TZVPD" homo_ev=-9.5 homo_lumo_gap_ev=9.722 smiles="CCOC(C)=O.CCOC(C)=O.CCOC(C)=O.CCOC(C)=O.CCOC(C)=O.CCOC(C)=O.CCOC(C)=O.CC(C)=O.CC(C)=O" charge=0
C 0.592 2.046 -3.763 -0.887
C -0.060 1.761 -5.161 -0.211
O -0.914 2.774 -5.633 -0.258
C -1.792 2.586 -6.670 0.667
C -2.645 3.876 -6.811 -0.857
O -1.994 1.527 -7.393 -0.580
H -0.075 2.434 -3.004 0.070
H 1.149 2.977 -3.921 0.443
H 1.319 1.307 -3.501 0.365
H 0.887 1.580 -5.903 0.215
H -0.563 0.808 -5.228 0.260
H -2.306 4.310 -7.678 0.271
H -2.584 4.384 -5.851 0.233
H -3.801 3.722 -6.819 0.297
C -2.221 0.547 -0.120 -0.655
C -0.665 0.498 -0.046 -0.221
O -0.211 -0.497 -0.967 0.310
C 1.146 -0.676 -1.040 0.308
C 1.628 -1.848 -1.960 -1.147
O 1.973 0.124 -0.589 -0.496
H -2.580 1.046 -0.945 0.518
H -2.478 1.402 0.800 -0.070
H -2.681 -0.587 0.035 -0.093
H -0.477 1.475 -0.366 0.187
H -0.209 0.295 0.915 0.281
H 0.582 -2.190 -2.284 0.173
H 1.744 -2.561 -1.295 0.528
H 2.317 -1.591 -2.770 0.239
C -5.601 3.782 1.919 -1.169
C -4.946 5.043 1.204 -0.298
O -4.153 4.595 0.080 -0.189
C -3.494 5.415 -0.643 0.710
C -2.853 4.651 -1.849 -0.592
O -3.411 6.611 -0.397 -0.629
H -6.214 4.192 2.731 0.391
H -5.010 3.198 2.411 0.389
H -6.416 3.279 1.191 0.243
H -5.730 5.742 0.726 0.391
H -4.361 5.678 1.903 0.276
H -3.671 4.117 -2.690 0.236
H -2.071 3.872 -1.487 -0.141
H -2.290 5.362 -2.402 0.404
C 0.967 -2.664 2.034 -0.355
C 1.336 -2.404 3.443 0.093
O 0.699 -3.346 4.305 -0.300
C 0.760 -3.183 5.605 0.808
C -0.028 -4.182 6.337 -1.121
O 1.544 -2.321 6.175 -0.635
H 1.378 -3.644 1.714 0.369
H 1.394 -2.131 1.335 -0.104
H -0.172 -2.381 1.932 0.011
H 2.351 -2.606 3.584 0.274
H 1.250 -1.262 3.638 -0.031
H 0.219 -4.242 7.350 0.434
H -0.207 -5.308 5.902 0.246
H -1.020 -3.761 6.637 0.280
C 5.506 -3.851 -1.510 -1.215
C 5.492 -2.825 -2.606 -0.176
O 5.300 -1.558 -1.956 -0.045
C 5.107 -0.375 -2.684 0.615
C 5.131 0.824 -1.853 -0.892
O 4.873 -0.409 -3.953 -0.658
H 5.436 -4.742 -2.011 0.501
H 4.754 -3.791 -0.790 0.278
H 6.344 -3.786 -0.669 0.211
H 6.499 -2.628 -3.111 0.305
H 4.624 -2.982 -3.130 0.289
H 5.862 0.912 -1.110 0.369
H 3.977 0.955 -1.267 -0.019
H 5.293 1.624 -2.437 0.499
C -0.669 4.828 1.554 -1.370
C -1.449 4.046 2.484 0.113
O -0.689 3.001 3.077 -0.342
C -1.212 2.135 3.896 0.474
C -0.335 1.062 4.348 -0.129
O -2.405 2.187 4.148 -0.636
H -1.177 5.626 1.314 0.528
H -0.419 4.123 0.768 0.145
H 0.378 5.218 1.827 0.288
H -1.865 4.725 3.069 0.675
H -2.266 3.656 1.866 -0.138
H -0.914 -0.013 4.201 0.054
H 0.166 1.211 5.357 0.386
H 0.467 1.077 3.566 -0.002
C 4.334 0.368 2.081 -1.555
C 5.546 -0.569 1.724 -0.314
O 5.261 -1.710 2.502 -0.185
C 6.111 -2.798 2.434 0.725
C 5.613 -4.009 3.155 -1.276
O 7.108 -2.783 1.750 -0.556
H 4.453 1.363 1.613 0.389
H 4.406 0.587 2.963 1.008
H 3.315 -0.096 2.076 -0.002
H 5.741 -0.873 0.802 0.467
H 6.438 -0.074 2.164 0.216
H 5.503 -3.881 4.236 0.345
H 6.368 -4.792 3.011 0.376
H 4.818 -4.556 2.803 0.338
C -2.993 -3.634 -3.545 -1.048
C -2.971 -2.247 -4.394 0.340
C -2.394 -1.067 -3.750 0.144
O -3.587 -2.242 -5.485 -0.582
H -3.791 -3.821 -2.910 0.292
H -2.104 -3.627 -3.052 0.349
H -2.992 -4.430 -4.312 0.302
H -1.367 -0.965 -3.979 -0.074
H -2.386 -1.147 -2.613 -0.084
H -2.859 -0.023 -3.979 0.364
C -5.430 -2.927 1.047 -1.167
C -3.998 -3.036 1.442 0.840
C -3.592 -2.124 2.616 -0.567
O -3.118 -3.787 0.933 -0.598
H -5.804 -3.590 0.072 0.285
H -5.877 -1.873 0.878 0.312
H -6.095 -3.616 1.731 0.343
H -4.355 -2.583 3.404 0.411
H -3.827 -1.008 2.392 0.208
H -2.613 -2.309 3.084 -0.037



Q: What are the energies relative to the best structure? A: (1) 181.4; (2) 0.0, in kcal/mol.



(1)
6
Properties=species:S:1:pos:R:3:mulliken_charge:R:1 method="wB97M-V/def2-TZVPD" homo_ev=-1.7 homo_lumo_gap_ev=5.704 charge=-1
C 2.486 -0.103 -0.021 0.317
N -0.107 0.636 0.007 -0.710
O 2.525 -1.288 -0.256 -0.356
O 2.802 0.996 0.218 -0.248
H -0.018 -0.079 -0.762 -0.014
H 0.152 1.635 -0.137 0.011



(2)
6
Properties=species:S:1:pos:R:3:mulliken_charge:R:1 method="wB97M-V/def2-TZVPD" homo_ev=-3.8 homo_lumo_gap_ev=8.616 smiles="NC(=O)[O-]" charge=-1
N -0.138 -0.071 -0.456 -0.584
C -1.736 0.017 -0.044 0.543
O -2.276 -1.061 0.085 -0.665
O -2.214 1.129 -0.040 -0.664
H 0.413 -0.869 -0.143 0.192
H 0.056 0.679 0.188 0.178



Q: What are the energies relative to the best structure? A: (1) 41.5; (2) 0.0, in kcal/mol.



(1)
16
Properties=species:S:1:pos:R:3:mulliken_charge:R:1 method="wB97M-V/def2-TZVPD" homo_ev=-8.9 homo_lumo_gap_ev=8.581 charge=0
C -1.315 -0.726 -1.220 -1.218
C 0.031 -0.697 -0.553 0.090
C -0.130 -0.287 0.907 -0.047
C 0.521 0.730 0.016 0.499
C 1.952 0.658 -0.021 -0.377
C 3.152 0.110 0.049 -0.442
H -1.083 -0.334 -2.288 0.277
H -2.234 -0.116 -0.878 0.266
H -1.897 -1.645 -1.341 0.368
H 0.842 -1.468 -0.873 0.301
H 0.541 -0.791 1.645 0.316
H -1.707 0.921 1.903 0.338
H -0.957 2.065 1.159 0.052
H 4.229 -0.620 0.535 0.308
O -1.597 -0.094 1.285 -0.533
S -0.347 2.293 -0.327 -0.199



(2)
16
Properties=species:S:1:pos:R:3:mulliken_charge:R:1 method="wB97M-V/def2-TZVPD" homo_ev=-8.3 homo_lumo_gap_ev=7.947 smiles="C[C@@H]1CC=C(C=O)S1" charge=0
C -2.488 -0.090 0.268 -1.337
C -1.418 0.197 -0.845 0.032
C -1.055 -1.399 -0.877 -0.505
C 0.152 -1.518 -0.041 -0.563
C 0.890 -0.407 0.038 0.591
C 2.189 -0.002 0.782 -0.081
O 2.299 1.145 1.388 -0.465
S 0.075 1.074 -0.367 -0.189
H -3.215 -0.767 -0.097 0.408
H -3.094 0.714 0.998 0.255
H -2.045 -0.601 1.123 0.392
H -1.674 0.474 -1.801 0.461
H -0.789 -1.522 -2.005 0.274
H -2.106 -1.951 -0.579 0.274
H 0.809 -2.421 0.242 0.251
H 2.887 -0.965 0.934 0.201



(3)
16
Properties=species:S:1:pos:R:3:mulliken_charge:R:1 method="wB97M-V/def2-TZVPD" homo_ev=-8.8 homo_lumo_gap_ev=9.474 smiles="O[C@H]1[C@@H]2C=CC[C@]12S" charge=0
O 1.958 1.754 0.332 -0.509
C 0.634 1.157 0.467 0.121
C -0.113 0.705 -0.831 -0.458
C -1.545 0.421 -0.745 -0.567
C -1.750 -0.587 0.074 -0.237
C -0.637 -1.068 0.952 -0.697
C 0.612 -0.264 0.247 0.082
S 2.179 -1.178 -0.335 -0.251
H 2.537 0.830 0.503 0.355
H 0.180 1.577 1.358 0.328
H 0.345 0.787 -1.785 0.551
H -2.216 0.897 -1.592 0.280
H -2.825 -0.872 -0.005 0.299
H -0.466 -2.163 0.904 0.302
H -0.626 -0.808 2.100 0.238
H 1.734 -1.187 -1.644 0.162



(4)
16
Properties=species:S:1:pos:R:3:mulliken_charge:R:1 method="wB97M-V/def2-TZVPD" homo_ev=-8.7 homo_lumo_gap_ev=9.538 smiles="O=C[C@H]1SC[C@H]2C[C@@H]21" charge=0
O -1.596 2.655 1.089 -0.451
C -0.891 1.752 1.493 -0.129
C -0.621 0.385 0.839 -0.014
S -1.907 0.128 -0.518 -0.113
C -0.721 -0.852 -1.531 -0.553
C 0.405 -1.100 -0.511 -0.064
C 1.795 -0.566 -0.153 -0.677
C 0.616 0.337 0.091 -0.255
H -0.272 1.768 2.448 0.277
H -0.945 -0.305 1.598 0.412
H -0.283 -0.254 -2.393 0.275
H -1.174 -1.815 -1.843 0.353
H 0.177 -1.822 0.309 0.186
H 2.569 -0.250 -0.834 0.270
H 2.152 -1.159 0.602 0.263
H 0.696 1.100 -0.686 0.219



Q: What are the energies relative to the best structure? A: (1) 106.0; (2) 9.3; (3) 0.0; (4) 5.1, in kcal/mol.